No. 1
Formula: C9H7NS
Source: the Open Molecules 2025 dataset
Level of theory: ωB97M-V/def2-TZVPD

The geometry in XYZ format:
```
18
Properties=species:S:1:pos:R:3:forces:R:3
H 3.98289 -0.16502 -0.49246 -1.2 -0.8 0.5
H 0.45043 -0.70871 -2.04515 1.0 -0.3 -0.8
C 2.00014 -1.76101 1.02407 0.0 0.4 0.3
H -1.71687 0.16634 -2.43735 -1.3 0.0 -1.9
N 2.05284 -2.35245 -0.03928 0.0 1.3 -0.9
S 2.81571 1.77290 -0.62916 -0.1 0.1 -0.1
H 0.41292 0.35819 1.99449 -0.4 0.7 0.8
C -1.44249 0.96142 0.82169 -0.2 1.4 4.9
H 1.88336 -2.05747 2.04721 0.2 0.1 0.6
C 1.87369 -0.52552 0.17781 -1.7 -4.1 1.1
C 2.93378 0.17171 -0.30981 3.7 2.6 -1.3
C -0.01872 -0.16493 -1.27721 -2.7 0.5 -0.8
H -2.11619 1.47811 1.59038 1.4 -0.9 -0.7
C -2.00019 0.85382 -0.36625 -0.1 -0.9 -5.6
C -0.15424 0.48286 1.09504 -0.2 -0.9 -2.6
C -1.31278 0.29378 -1.50221 1.4 0.3 3.8
H -2.96290 1.21063 -0.64363 -0.8 0.4 0.6
C 0.49017 -0.06676 -0.02885 1.2 0.4 2.3
```
Forces are in eV/Å.

HOMO	-8.45	eV
max |F|	0.1108	Eh/bohr



No. 2
Formula: C13H15F5N3O3PSSe3Te2Ti
Source: the Open Molecules 2025 dataset
Level of theory: ωB97M-V/def2-TZVPD

The geometry in XYZ format:
```
47
Properties=species:S:1:pos:R:3:forces:R:3
C 3.63883 2.45148 3.19852 0.0 -0.1 0.3
N -2.86546 0.76176 -3.74207 -0.8 -0.4 -0.5
H -4.14166 0.96614 -2.06180 0.4 0.3 -0.4
H 5.04303 -0.09498 -1.20742 0.1 0.0 -0.1
H 0.27826 1.75343 -4.43918 0.0 0.1 0.2
H -1.68619 0.97563 -5.45280 -0.1 0.0 0.0
F 2.10014 1.26330 4.53001 0.2 0.1 0.0
H 0.24773 3.17782 -3.37718 0.0 -0.2 -0.1
H -2.38834 1.70787 -0.58335 0.3 0.4 -0.5
O 3.54405 -1.97766 -0.37595 0.6 0.0 -0.4
F 5.20835 3.62448 1.84684 -0.2 -0.1 0.1
Se -0.07123 0.45170 1.94332 -0.5 4.8 6.8
S 2.90904 -0.70501 -0.45150 4.9 -0.4 -0.8
H -3.16024 1.97904 -5.38806 0.0 0.0 0.0
O 2.49211 -0.12129 0.83217 1.4 0.5 0.4
C -3.70253 1.57890 -2.87453 0.0 0.0 0.2
Te -3.73186 -0.81166 0.38728 -5.0 -0.3 -0.3
H -4.52175 1.98544 -3.47531 0.0 0.0 0.0
C -1.92279 2.28316 -1.41358 0.8 -0.6 0.9
F 4.53441 2.44350 4.21093 0.1 0.1 -0.1
C 3.08672 3.07103 0.94564 -0.3 0.1 -0.1
C 1.86137 2.47165 1.14808 -0.7 0.0 0.3
C -2.32581 1.58158 -4.80107 0.1 0.2 0.0
H 3.75654 0.74202 -2.12829 0.0 0.1 0.0
C 2.39122 1.85977 3.35548 -0.3 0.5 -0.8
C 3.98827 3.05842 1.99922 0.1 0.0 -0.1
C -0.32382 2.29180 -3.69160 0.6 -0.2 0.3
C -1.84118 0.04652 -3.02377 0.8 -0.4 0.7
C -2.38936 3.49295 -3.40774 0.0 0.0 -0.1
Se -1.44018 -0.67428 0.58005 -0.6 -1.8 -1.4
H -1.31378 -0.61943 -3.72487 -0.1 0.1 0.2
H -3.21411 3.91766 -3.98967 0.0 0.0 0.0
Te -6.37832 -1.00149 0.14921 -1.8 -0.1 -0.2
P -0.56769 1.18244 -2.18743 -1.3 0.2 -0.1
Ti 0.68224 -0.55912 0.18435 -1.7 -2.9 -0.8
C 1.46526 1.87738 2.32977 1.3 0.1 0.1
H -2.28737 -0.57711 -2.21461 0.2 0.4 -0.6
H -1.43635 3.17203 -0.98337 -0.1 -0.2 0.0
Se 0.69194 -2.75790 0.80283 0.2 -0.9 0.0
N -1.54783 2.72370 -4.32282 -0.4 0.4 -0.6
F 3.41398 3.62709 -0.24798 0.1 0.0 0.3
H 4.21570 1.31133 -0.49746 -0.1 0.0 0.0
N -2.94354 2.70352 -2.33225 -0.7 0.5 0.0
H -1.79310 4.31057 -2.98518 -0.1 -0.1 0.0
C 4.10866 0.44777 -1.14435 -0.3 -0.3 0.1
F 1.00173 2.35661 0.07320 1.0 0.7 0.2
O 1.73095 -0.61230 -1.33658 1.6 0.0 -3.2
```
Forces are in eV/Å.

net charge	-2
2S+1	3
HOMO (alpha / beta)	-0.36 / -0.91	eV
max |F|	0.1617	Eh/bohr



No. 3
Formula: C3H3ClN2S
Source: the Open Molecules 2025 dataset
Level of theory: ωB97M-V/def2-TZVPD

The geometry in XYZ format:
```
10
Properties=species:S:1:pos:R:3:forces:R:3
H 2.27142 0.30759 -0.69535 -1.0 1.0 1.0
H 1.26697 0.76671 0.85440 1.4 1.9 3.1
N 0.27213 -1.80836 0.04165 1.1 1.8 -0.2
Cl -2.51570 -1.50673 0.82432 -0.1 -0.9 -0.2
S -2.44200 0.51313 0.94711 1.0 0.1 -0.1
N -0.37120 2.29556 -1.14754 0.1 0.1 -0.4
C 1.30475 0.56783 -0.14329 -0.3 -1.4 -3.0
H -0.77431 -1.95642 0.07473 -1.5 -0.7 0.7
C 0.61425 -0.68295 0.03519 -1.3 -2.2 -1.1
C 0.37369 1.50364 -0.79121 0.6 0.2 0.1
```
Forces are in eV/Å.

HOMO (alpha / beta)	-7.63 / -7.63	eV
max |F|	0.0765	Eh/bohr



No. 4
Formula: C3H7N2O6S2
Source: the Open Molecules 2025 dataset
Level of theory: ωB97M-V/def2-TZVPD

The geometry in XYZ format:
```
20
Properties=species:S:1:pos:R:3:forces:R:3
S 0.18456 0.55222 -1.16032 -4.5 2.1 -6.9
O -0.14749 -0.51831 -2.24373 1.8 2.3 4.6
N 1.73115 0.25986 -0.40585 -1.8 -0.8 2.7
C 1.85358 1.36628 0.66305 1.0 0.8 1.9
H 1.52352 2.41918 0.27382 0.3 -2.4 0.5
H 1.22104 0.98723 1.59742 1.3 1.4 -2.0
H 1.07345 -3.07892 -0.49271 -0.6 2.0 1.8
H 2.97363 1.48328 1.03278 -2.3 -0.6 -1.0
O 2.81839 -1.16222 1.25244 -6.2 1.1 -5.2
O -2.93333 -1.17392 -0.06365 0.8 5.3 -0.8
H -0.39278 -1.98300 0.09503 2.3 -0.2 0.2
S -2.61497 0.30826 -0.42828 -0.3 -2.9 -3.2
H -3.12268 2.02451 0.96624 -1.0 -1.7 -1.1
C 1.77183 -1.02166 0.39342 4.6 -1.7 3.5
C 0.71926 -2.27296 0.31296 -0.2 -0.3 0.3
N -0.99958 0.68613 0.11559 -0.5 -0.7 -1.7
O -3.68343 1.28881 0.53157 3.1 0.2 0.0
H 0.71599 -2.77447 1.39639 0.4 1.2 -2.5
O 0.22589 1.92644 -1.93610 1.0 -4.2 3.6
O -2.91803 0.68325 -1.90008 0.9 -0.9 5.4
```
Forces are in eV/Å.

net charge	-1
HOMO	-5.83	eV
max |F|	0.1654	Eh/bohr
SMILES string	CC(=O)N(C)S(=O)(=O)N=[S@](=O)([O-])O



No. 5
Formula: C4H8O2
Source: the Open Molecules 2025 dataset
Level of theory: ωB97M-V/def2-TZVPD

The geometry in XYZ format:
```
14
Properties=species:S:1:pos:R:3:forces:R:3
H -0.48343 -1.92405 -0.20042 -0.1 0.1 -0.1
H -2.18616 -1.40305 -0.20076 0.2 0.1 0.0
H 2.64164 0.83463 0.08244 -0.1 -0.2 0.1
H -1.30127 1.86576 -0.05042 -0.2 0.0 0.1
C 1.89100 0.03817 0.07305 0.0 0.0 0.1
H -0.84141 -0.21356 1.54131 0.4 0.1 -0.2
O -1.79544 1.11411 0.32941 0.0 0.1 0.0
H 2.02813 -0.50703 -0.87019 -0.2 0.0 0.2
C -1.15755 -1.08411 -0.39748 0.1 -0.1 -0.1
H -1.09113 -0.79550 -1.45135 0.0 -0.1 0.1
H 2.07912 -0.65483 0.89659 -0.2 0.1 -0.1
C 0.54107 0.73419 0.08597 0.0 0.4 -0.2
C -0.82727 0.11592 0.48869 0.3 -0.1 0.0
O 0.50269 1.87933 -0.32682 0.0 -0.3 0.1
```
Forces are in eV/Å.

HOMO	-10.33	eV
max |F|	0.0083	Eh/bohr
SMILES string	CC(=O)[C@H](C)O



No. 6
Formula: C4H9N4OSi
Source: the Open Molecules 2025 dataset
Level of theory: ωB97M-V/def2-TZVPD

The geometry in XYZ format:
```
19
Properties=species:S:1:pos:R:3:forces:R:3
O 2.07644 -2.00617 0.05506 -1.2 -2.7 -0.3
H -1.43072 -2.16369 -1.38733 0.8 1.1 0.6
N 3.04284 -0.02979 0.46694 0.2 1.4 0.1
H -1.40993 0.61186 1.93495 0.4 0.2 0.5
H -1.31692 1.16096 -2.11076 -0.4 0.1 0.2
H -2.68033 1.17560 -0.95294 -0.5 -0.8 0.1
H -1.79209 -2.08842 0.25595 0.2 -0.4 1.1
H -1.43413 2.26061 -0.75381 0.6 0.3 0.2
H 0.05711 -2.33071 -0.34974 -2.0 0.1 0.6
C 2.10287 -0.80921 -0.03499 0.5 2.3 -1.2
C -0.34505 0.62519 1.66462 1.2 -1.5 -0.1
Si -0.37219 -0.03165 -0.15166 -3.1 1.6 0.0
H 0.17414 1.59551 1.84126 -0.7 -0.5 -0.6
C -1.60924 1.23315 -1.04788 1.5 -0.4 -0.2
N 1.19305 0.12845 -0.82425 0.9 -2.8 0.6
C -0.98870 -1.81805 -0.40078 1.8 -0.2 -1.6
H 0.28717 -0.11548 2.26185 -1.2 0.7 -0.4
N 1.71332 1.36307 -0.57287 -1.2 1.1 -1.1
N 2.73237 1.23877 0.10639 2.5 0.6 1.5
```
Forces are in eV/Å.

net charge	-1
HOMO	-4.25	eV
max |F|	0.0684	Eh/bohr
SMILES string	C[Si](C)(C)n1nnnc1[O-]



no.,total energy (eV)
1,-21767.7699
2,-291785.5697
3,-29493.0275
4,-40156.5081
5,-8372.4862
6,-20180.4669